1.
Formula: C19H34InN2O4S2
Source: the Open Molecules 2025 dataset
Level of theory: ωB97M-V/def2-TZVPD

**Total charge**: -1
**DFT total energy**: -58265.329 eV
**Strongest force on any atom**: 0.0079 Eh/bohr
**HOMO level**: -4.85 eV
**Kohn-Sham gap**: 7.22 eV

Last column: Löwdin charge in e.
Element x y z (Å)
S: -2.61221 -2.33984 5.30584  0.63
C: -2.65707 -2.17432 3.67362  -1.17
S: -1.60762 -3.15339 2.72224  0.93
C: -1.49754 -2.40867 1.06846  -0.45
C: -1.41477 -0.87327 0.96279  -0.36
C: -0.14538 -0.34298 0.26063  -0.32
In: 0.89458 1.02326 1.68182  0.43
C: 1.72409 -0.31786 3.24215  -0.28
C: 2.91130 -1.03632 3.03086  -0.14
C: 3.42520 -1.87557 4.01425  -0.19
N: 2.84967 -2.06864 5.20125  0.02
C: 1.71294 -1.40748 5.41692  -0.18
C: 1.13133 -0.54278 4.49377  -0.14
N: -3.53982 -1.33092 2.97173  -0.22
C: -4.83315 -1.96370 2.64280  -0.14
C: -5.96880 -1.24495 3.34972  -0.20
O: -6.06394 0.11388 2.94398  -0.14
C: -4.78091 0.72469 2.75306  -0.17
C: -3.69746 0.00936 3.53577  -0.19
H: -2.29170 -2.81792 0.43881  0.07
H: -0.55967 -2.83206 0.69667  0.06
H: -1.51140 -0.44051 1.95847  0.03
H: -2.29889 -0.52790 0.41511  0.10
H: -0.39455 0.18633 -0.66118  0.02
H: 0.54580 -1.15864 0.02383  0.01
H: -0.36148 2.07557 2.40219  -0.11
H: 2.15567 2.02677 0.93929  -0.14
H: 3.45293 -0.94660 2.09248  0.07
H: 4.35189 -2.41799 3.83787  0.09
H: 1.23531 -1.57396 6.37950  0.09
H: 0.19943 -0.04803 4.75845  0.08
H: -4.99477 -1.91452 1.55848  0.12
H: -4.83314 -3.01616 2.93451  0.12
H: -5.81916 -1.30778 4.43526  0.12
H: -6.92242 -1.72171 3.11453  0.12
H: -4.52941 0.72302 1.68532  0.12
H: -4.85719 1.76101 3.08936  0.12
H: -2.76027 0.56595 3.45070  0.12
H: -3.97539 -0.01312 4.59646  0.10
C: 3.14274 -0.57460 -2.36653  -0.11
O: 2.73094 0.65210 -2.92368  -0.19
C: 3.75017 1.62689 -2.98735  -0.20
C: 3.62143 2.48198 -4.22548  -0.18
O: 3.96314 1.82782 -5.43929  -0.13
C: 3.04604 0.89657 -5.97902  -0.19
C: 1.82699 1.51329 -6.62702  -0.21
O: 0.91969 2.00917 -5.66397  -0.19
C: 0.24059 3.17629 -6.05463  -0.12
H: 3.30799 -0.48692 -1.28745  0.09
H: 2.34319 -1.29316 -2.53929  0.09
H: 4.05835 -0.94300 -2.84609  0.08
H: 4.74012 1.15456 -2.97483  0.12
H: 3.67482 2.28426 -2.11070  0.13
H: 4.35362 3.28792 -4.13376  0.13
H: 2.62826 2.93265 -4.27802  0.12
H: 2.74826 0.14594 -5.24346  0.12
H: 3.60243 0.39115 -6.77323  0.13
H: 1.33038 0.73575 -7.22551  0.12
H: 2.14605 2.31351 -7.30620  0.12
H: 0.93636 3.93854 -6.42500  0.09
H: -0.26830 3.56440 -5.17417  0.09
H: -0.50530 2.97266 -6.83309  0.09

Cartesian forces (eV/Å) of the 6 atoms listed first:
0.03 0.13 -0.01
-0.19 -0.03 -0.01
0.19 -0.09 0.01
-0.09 0.08 -0.31
0.08 0.10 -0.18
0.02 0.04 0.31

***

2.
Formula: C19H34InN4O5SSi2Te
Source: the Open Molecules 2025 dataset
Level of theory: ωB97M-V/def2-TZVPD

**Total charge**: +1
**DFT total energy**: -75508.126 eV
**Strongest force on any atom**: 0.0058 Eh/bohr
**HOMO level**: -11.39 eV
**Kohn-Sham gap**: 7.67 eV

Last column: natural (NBO) charge in e.
Element x y z (Å)
In: -1.42453 0.82580 0.46197  1.39
N: -2.25710 0.24896 4.79671  -0.76
C: -2.25822 0.12950 3.46352  0.31
S: -2.60649 1.57324 2.55058  -0.26
N: -2.01982 -1.07549 2.97906  -0.43
N: -2.02210 -1.08704 1.63543  -0.29
C: -2.26407 -2.15406 0.98998  0.04
C: -2.34543 -2.04947 -0.46870  0.17
C: -2.60316 -3.17526 -1.23474  -0.22
C: -2.73144 -3.04692 -2.60719  -0.12
C: -2.59745 -1.79093 -3.17179  -0.23
C: -2.32995 -0.71473 -2.34427  0.09
N: -2.20497 -0.82590 -1.02035  -0.52
H: -2.51840 1.11752 5.22807  0.42
H: -2.18222 -0.58379 5.35837  0.42
H: -2.48078 -3.09343 1.48993  0.22
H: -2.70711 -4.13491 -0.74723  0.24
H: -2.93487 -3.91273 -3.22280  0.24
H: -2.68971 -1.63493 -4.23677  0.24
H: -2.18267 0.26813 -2.75362  0.22
O: -0.14226 3.70818 -2.66910  -0.63
C: -0.82060 2.61032 -2.39025  0.82
O: -0.31810 1.51545 -2.24433  -0.65
C: -2.32740 2.85148 -2.33163  -0.18
O: -2.88465 2.47191 -1.08091  -0.52
C: -2.86410 3.57032 -0.15224  -0.21
C: -1.46238 3.81096 0.41997  0.75
O: -1.20106 4.85603 0.95580  -0.57
O: -0.65159 2.79180 0.26880  -0.87
H: 0.80790 3.50777 -2.66727  0.51
H: -2.79602 2.23476 -3.09820  0.22
H: -2.54585 3.89669 -2.54862  0.22
H: -3.55399 3.31603 0.65244  0.23
H: -3.22061 4.48014 -0.63454  0.22
C: 3.26578 0.00582 -2.76681  -1.13
Si: 2.13792 -1.48169 -2.74638  1.65
C: 3.11699 -3.06170 -2.90783  -1.12
C: 0.85406 -1.34243 -4.09621  -1.12
C: 1.19186 -1.58933 -1.08904  -1.14
Te: 1.29411 0.13113 0.17463  0.80
C: 1.56733 -0.90443 2.01720  -1.13
Si: 2.18526 0.25860 3.39625  1.64
C: 4.01237 0.49951 3.10557  -1.12
C: 1.28399 1.88962 3.27526  -1.14
C: 1.81852 -0.59094 5.01504  -1.11
H: 3.82703 0.03787 -3.70309  0.25
H: 3.99123 -0.01705 -1.95050  0.25
H: 2.70244 0.93876 -2.68834  0.24
H: 3.62019 -3.11642 -3.87507  0.25
H: 2.47018 -3.93767 -2.82229  0.24
H: 3.88287 -3.13345 -2.13266  0.24
H: 1.32384 -1.23176 -5.07553  0.25
H: 0.21408 -0.47342 -3.92900  0.24
H: 0.22285 -2.23370 -4.13132  0.23
H: 1.57467 -2.40185 -0.46943  0.26
H: 0.14125 -1.79255 -1.28799  0.24
H: 2.31852 -1.66943 1.81116  0.25
H: 0.62877 -1.39719 2.27343  0.25
H: 4.19676 0.91848 2.11288  0.24
H: 4.55434 -0.44568 3.17876  0.24
H: 4.44563 1.18740 3.83362  0.25
H: 1.48980 2.42362 2.34313  0.25
H: 1.59843 2.54808 4.08856  0.26
H: 0.20024 1.78097 3.35952  0.24
H: 2.33237 -1.55127 5.08979  0.25
H: 0.74566 -0.77505 5.10837  0.24
H: 2.13186 0.02177 5.86226  0.25

Cartesian forces (eV/Å) of the 6 atoms listed first:
-0.21 0.12 -0.18
-0.02 0.00 0.00
0.01 0.01 0.01
0.03 -0.02 0.02
0.01 -0.02 0.01
0.03 -0.01 -0.01

***

3.
Formula: C19H34IrN5O4S
Source: the Open Molecules 2025 dataset
Level of theory: ωB97M-V/def2-TZVPD

**Total charge**: +2
**DFT total energy**: -49555.720 eV
**Energy above the lowest of the compared OMol25 structures with the same formula, charge and spin**: 0.0 kcal/mol
**Strongest force on any atom**: 0.0252 Eh/bohr
**HOMO level**: -15.35 eV
**Kohn-Sham gap**: 7.37 eV

Last column: natural (NBO) charge in e.
Element x y z (Å)
Ir: -1.49187 2.38598 -0.87614  1.06
N: -3.32404 2.86198 0.03172  -0.77
C: -3.36912 4.03918 0.97804  -0.22
C: -2.00884 4.23474 1.64226  -0.54
C: -1.05531 4.84688 0.62816  0.77
O: -0.67627 5.97169 0.59311  -0.47
O: -0.59624 3.99005 -0.36163  -0.64
H: -3.99296 3.02501 -0.71880  0.42
H: -3.64338 2.02862 0.52413  0.42
H: -4.14972 3.88942 1.72183  0.24
H: -3.64255 4.91691 0.39388  0.23
H: -1.61546 3.27466 1.97867  0.23
H: -2.08004 4.90345 2.49615  0.28
O: 2.90542 -3.30771 -1.35546  -0.74
C: 3.16069 -3.16433 -2.74318  0.09
N: 2.90346 -1.77866 -3.06982  -0.59
C: 1.68150 -1.25713 -2.87861  0.67
O: 0.71649 -1.92948 -2.54506  -0.65
C: 1.53298 0.24255 -2.94509  -0.18
C: 2.52232 1.18095 -3.21729  -0.08
C: 2.23662 2.52828 -3.06281  -0.23
C: 0.99613 2.90387 -2.58883  0.09
N: 0.02839 2.00327 -2.33030  -0.52
C: 0.29640 0.70952 -2.54449  0.10
H: 3.08489 -4.21965 -1.09850  0.50
H: 2.51811 -3.81363 -3.33984  0.19
H: 4.20798 -3.36491 -2.96896  0.19
H: 3.66959 -1.20918 -3.38289  0.41
H: 3.51237 0.89096 -3.54654  0.24
H: 2.97608 3.28502 -3.28115  0.27
H: 0.74515 3.94194 -2.41576  0.25
H: -0.50236 -0.00537 -2.39469  0.23
C: -2.24455 -2.26847 2.70930  -0.61
C: -3.50283 -2.51596 1.88122  -0.40
C: -3.25541 -2.76240 0.39341  -0.41
C: -2.66735 -1.57474 -0.36744  -0.22
N: -1.20464 -1.52212 -0.24939  -0.53
C: -0.42243 -0.54131 0.15029  0.40
S: -1.10568 0.97092 0.82596  -0.03
N: 0.88665 -0.71380 0.16124  -0.55
C: 1.93210 0.22608 0.59482  -0.22
C: 3.12257 -0.53831 1.17694  -0.42
C: 3.02762 -0.75221 2.68767  -0.40
C: 1.78302 -1.51689 3.12744  -0.61
H: -2.48126 -2.25545 3.77241  0.24
H: -1.78009 -1.30642 2.47878  0.17
H: -1.50177 -3.05282 2.54714  0.21
H: -4.19384 -1.67511 1.99587  0.20
H: -4.01874 -3.39064 2.27945  0.23
H: -4.20208 -3.01236 -0.08816  0.24
H: -2.60112 -3.63040 0.26575  0.21
H: -3.06896 -0.63842 0.01475  0.20
H: -2.90570 -1.65040 -1.43084  0.22
H: -0.72627 -2.34786 -0.59772  0.44
H: 1.23634 -1.55946 -0.28606  0.44
H: 1.50577 0.89684 1.33752  0.23
H: 2.23559 0.83261 -0.26288  0.20
H: 4.02753 0.02587 0.94734  0.23
H: 3.21660 -1.50332 0.66792  0.22
H: 3.06267 0.21830 3.18936  0.21
H: 3.91589 -1.29777 3.00934  0.23
H: 0.86309 -0.97246 2.89601  0.18
H: 1.79179 -1.67970 4.20420  0.24
H: 1.72908 -2.49670 2.64624  0.20

Cartesian forces (eV/Å) of the 6 atoms listed first:
-0.43 0.41 -0.85
0.29 0.09 0.54
0.09 0.04 0.07
0.08 0.11 -0.47
0.19 -0.19 -0.01
-0.10 -0.18 0.15

***

- The lowest Kohn-Sham gap belongs to which entry?
  C19H34InN2O4S2

***

- What is the formula in the first record?
  C19H34InN2O4S2